--- w ---
{"formula": "C23H33N3O2", "method": "the ωB97M-V functional and the def2-TZVPD basis", "elements": ["O", "C", "C", "N", "C", "C", "C", "C", "C", "C", "C", "N", "C", "O", "C", "C", "C", "C", "C", "C", "C", "N", "C", "C", "C", "C", "C", "C", "H", "H", "H", "H", "H", "H", "H", "H", "H", "H", "H", "H", "H", "H", "H", "H", "H", "H", "H", "H", "H", "H", "H", "H", "H", "H", "H", "H", "H", "H", "H", "H", "H"], "xyz": [[-0.684, 0.401, -2.438], [0.155, 1.238, -2.177], [1.579, 1.200, -2.750], [2.529, 0.326, -2.101], [2.755, 0.515, -0.682], [4.187, 0.052, -0.380], [4.442, -1.392, -0.802], [3.912, -1.641, -2.211], [2.499, -1.084, -2.434], [1.389, -1.850, -1.693], [1.382, -1.620, -0.183], [0.079, -1.989, 0.344], [-0.081, -2.366, 1.628], [0.869, -2.529, 2.371], [-1.508, -2.655, 2.102], [-1.683, -2.052, 3.502], [-1.771, -0.531, 3.426], [-2.942, -0.103, 2.547], [-2.779, -0.674, 1.142], [-2.650, -2.196, 1.194], [1.686, -0.161, 0.195], [-0.059, 2.299, -1.348], [-1.218, 2.626, -0.629], [-1.093, 3.513, 0.438], [-2.204, 3.877, 1.174], [-3.450, 3.368, 0.851], [-3.576, 2.492, -0.213], [-2.470, 2.116, -0.954], [1.999, 2.213, -2.737], [1.497, 0.877, -3.791], [2.718, 1.594, -0.478], [4.395, 0.175, 0.684], [4.862, 0.705, -0.938], [3.981, -2.077, -0.093], [5.516, -1.588, -0.782], [3.922, -2.708, -2.435], [4.570, -1.139, -2.924], [2.285, -1.165, -3.507], [1.478, -2.916, -1.903], [0.433, -1.508, -2.097], [2.091, -2.282, 0.320], [-0.716, -1.757, -0.228], [-1.553, -3.748, 2.194], [-0.831, -2.345, 4.117], [-2.593, -2.449, 3.958], [-0.840, -0.137, 3.011], [-1.890, -0.119, 4.431], [-2.998, 0.986, 2.496], [-3.874, -0.469, 2.984], [-1.896, -0.225, 0.684], [-3.639, -0.403, 0.527], [-2.541, -2.609, 0.188], [-3.579, -2.604, 1.604], [1.992, -0.125, 1.241], [0.754, 0.403, 0.109], [0.740, 2.880, -1.134], [-0.120, 3.914, 0.690], [-2.094, 4.562, 2.002], [-4.318, 3.654, 1.426], [-4.547, 2.097, -0.474], [-2.571, 1.430, -1.778]], "nbo_charge": [-0.628, 0.670, -0.288, -0.461, -0.025, -0.402, -0.405, -0.401, -0.032, -0.441, -0.062, -0.621, 0.690, -0.652, -0.303, -0.394, -0.401, -0.400, -0.404, -0.409, -0.442, -0.629, 0.222, -0.272, -0.185, -0.237, -0.193, -0.257, 0.190, 0.228, 0.190, 0.208, 0.205, 0.201, 0.213, 0.207, 0.206, 0.206, 0.214, 0.232, 0.227, 0.405, 0.232, 0.236, 0.195, 0.198, 0.208, 0.212, 0.189, 0.198, 0.209, 0.203, 0.210, 0.231, 0.204, 0.399, 0.207, 0.216, 0.216, 0.216, 0.250], "lumo_ha": 0.0213, "smiles": "O=C(CN1[C@@H]2CCC[C@H]1C[C@H](NC(=O)C1CCCCC1)C2)Nc1ccccc1", "homo_lumo_gap_ev": 8.95}

***

--- x ---
{"formula": "C23H33N3O2", "method": "the ωB97M-V functional and the def2-TZVPD basis", "elements": ["C", "C", "O", "C", "O", "C", "C", "C", "C", "C", "C", "C", "C", "C", "C", "C", "C", "N", "C", "C", "N", "C", "C", "N", "C", "C", "C", "C", "H", "H", "H", "H", "H", "H", "H", "H", "H", "H", "H", "H", "H", "H", "H", "H", "H", "H", "H", "H", "H", "H", "H", "H", "H", "H", "H", "H", "H", "H", "H", "H", "H"], "xyz": [[1.583, 3.896, 1.223], [1.471, 2.931, 0.058], [0.992, 1.682, 0.554], [1.087, 0.628, -0.257], [1.578, 0.684, -1.357], [0.484, -0.618, 0.385], [1.318, -0.999, 1.629], [2.636, -1.737, 1.384], [3.695, -0.951, 0.609], [4.109, 0.366, 1.210], [4.127, 0.598, 2.579], [4.550, 1.814, 3.086], [4.976, 2.818, 2.234], [4.975, 2.595, 0.867], [4.543, 1.381, 0.364], [0.403, -1.757, -0.639], [-0.606, -1.439, -1.752], [-1.936, -1.102, -1.285], [-2.695, -2.248, -0.795], [-4.122, -1.885, -0.572], [-4.692, -1.813, 0.606], [-5.981, -1.453, 0.380], [-6.190, -1.305, -0.960], [-4.999, -1.589, -1.568], [-4.744, -1.516, -2.982], [-4.217, -0.142, -3.386], [-1.870, -0.003, -0.337], [-0.944, -0.275, 0.852], [1.927, 4.862, 0.864], [2.293, 3.514, 1.952], [0.616, 4.018, 1.703], [0.766, 3.299, -0.697], [2.441, 2.773, -0.423], [0.697, -1.647, 2.255], [1.511, -0.085, 2.194], [3.040, -2.021, 2.359], [2.439, -2.665, 0.845], [3.347, -0.773, -0.409], [4.590, -1.580, 0.533], [3.815, -0.175, 3.266], [4.551, 1.977, 4.155], [5.307, 3.766, 2.631], [5.309, 3.370, 0.193], [4.541, 1.213, -0.705], [1.375, -1.915, -1.105], [0.109, -2.674, -0.124], [-0.682, -2.292, -2.432], [-0.237, -0.584, -2.325], [-2.628, -3.033, -1.556], [-2.317, -2.656, 0.152], [-6.669, -1.327, 1.191], [-7.063, -1.038, -1.520], [-4.009, -2.281, -3.245], [-5.679, -1.734, -3.506], [-4.062, -0.106, -4.461], [-3.272, 0.042, -2.882], [-4.928, 0.633, -3.107], [-2.880, 0.198, 0.026], [-1.517, 0.876, -0.886], [-0.919, 0.598, 1.503], [-1.344, -1.112, 1.427]], "nbo_charge": [-0.626, -0.071, -0.531, 0.822, -0.626, -0.073, -0.409, -0.396, -0.443, -0.028, -0.169, -0.226, -0.229, -0.212, -0.213, -0.448, -0.212, -0.457, -0.266, 0.341, -0.471, -0.097, -0.107, -0.340, -0.199, -0.622, -0.234, -0.421, 0.214, 0.223, 0.211, 0.180, 0.202, 0.211, 0.224, 0.204, 0.210, 0.225, 0.222, 0.200, 0.212, 0.214, 0.213, 0.218, 0.226, 0.204, 0.195, 0.214, 0.206, 0.200, 0.206, 0.213, 0.205, 0.204, 0.209, 0.241, 0.205, 0.221, 0.191, 0.230, 0.209], "lumo_ha": 0.0315, "smiles": "CCOC(=O)C1(CCCc2ccccc2)CCN(Cc2nccn2CC)CC1", "homo_lumo_gap_ev": 9.23}

***

w wins, 1.007 eV ahead of the next structure.